(1)
Entry from OMol25: C43H41N5P2SSbSe4Ti as an isolated structure at a distorted geometry (ωB97M-V/def2-TZVPD).

Geometry as XYZ:
```
98
Properties=species:S:1:pos:R:3:lowdin_charge:R:1
Sb -3.9957 4.2387 -0.6893 -0.049
Se -3.0871 5.7184 1.0652 -0.452
Se -3.4981 5.5983 -2.6808 -0.418
Se -3.4805 0.0907 -0.3399 0.279
Se -2.6091 2.1182 -0.7919 -0.043
Ti -1.1489 0.3444 -0.5316 -0.177
S -1.6173 -0.6828 -2.7156 0.588
P 1.4408 0.0648 0.0530 1.033
P 0.4631 1.7479 -1.8882 0.894
N -1.8008 -3.3301 -2.9558 -0.045
N 1.8256 0.7744 -1.4833 -0.491
N -1.0329 -1.5894 0.0210 -0.186
N -1.2387 0.4259 1.7746 -0.161
N -1.2626 -2.6564 -0.8339 0.032
C -2.4456 0.0152 2.3574 -0.137
C -0.2819 1.6438 3.6145 -0.105
C 0.8007 3.4244 -1.2538 -0.361
C -5.2322 -3.1578 4.8007 -0.107
C -1.5353 -2.3089 -2.0530 -0.779
C 0.2033 0.3872 4.1668 -0.110
C 0.0712 1.9080 -6.0043 -0.080
C -5.7149 -0.8142 3.3832 -0.023
C 5.2086 0.7298 1.6874 -0.092
C 0.9133 5.9212 -0.0380 -0.092
C 4.1754 0.2330 0.9036 -0.108
C 3.6534 2.1343 2.8478 -0.074
C 1.8452 4.9485 0.2892 -0.092
C -6.5365 -2.7121 4.6240 -0.120
C 1.7733 2.9114 -4.0663 -0.107
C -0.3060 -0.7163 2.0678 -0.277
C 2.3256 -3.5150 -1.7606 -0.092
C -0.1609 1.6273 -4.6614 -0.089
C 1.7938 3.6991 -0.3222 -0.107
C 2.6252 1.6446 2.0516 -0.103
C 2.8612 0.6739 1.0829 -0.309
C 4.9492 1.6748 2.6713 -0.101
C -2.0961 -5.5397 -1.8717 -0.105
C 0.2101 -0.7289 3.3975 -0.074
C -4.4000 -1.2533 3.5632 -0.222
C 1.8895 -2.2189 -1.5119 -0.091
C 2.9109 -4.2645 -0.7505 -0.100
C 2.0590 -1.6420 -0.2595 -0.330
C 0.7059 2.0947 -3.6793 -0.308
C -0.1080 4.4262 -1.6110 -0.137
C 3.1490 0.8018 -2.0872 -0.141
C -0.5376 -1.8340 1.2235 -0.356
C 3.0502 -3.7118 0.5151 -0.094
C -3.2964 -0.5400 2.9955 0.034
C -6.7708 -1.5431 3.9120 -0.096
C -0.3084 -3.2434 1.6777 -0.016
C -0.8738 1.6950 2.4214 -0.086
C 1.1644 2.6721 -6.3795 -0.101
C -1.2308 -4.6533 -2.7623 -0.276
C 2.0096 3.1855 -5.4039 -0.091
C -4.1706 -2.4348 4.2775 -0.043
C -0.0506 5.6711 -1.0086 -0.111
C 2.6187 -2.4149 0.7587 -0.115
H 5.7540 2.0536 3.2906 0.093
H 2.8474 3.8132 -5.6848 0.096
H -1.2452 -3.6285 2.0916 0.088
H -0.8804 4.2219 -2.3468 0.045
H -1.1238 -5.1130 -3.7479 0.104
H -5.0413 -4.0737 5.3477 0.091
H -0.0317 -3.8687 0.8329 0.065
H 2.4102 3.3478 -3.3061 0.106
H 0.9070 6.8734 0.4803 0.098
H -7.3657 -3.2725 5.0397 0.088
H 0.4578 -3.3051 2.4481 0.062
H -3.1520 -2.7746 4.4116 0.107
H 2.6079 5.1402 1.0373 0.092
H 3.5002 -4.2901 1.3140 0.098
H 1.3419 2.8899 -7.4265 0.093
H 3.2494 -5.2755 -0.9451 0.093
H 0.6260 0.3722 5.1637 0.081
H -7.7869 -1.1986 3.7584 0.096
H -0.7877 6.4177 -1.2708 0.063
H 2.2122 -3.9379 -2.7514 0.099
H 3.6193 -0.1756 -1.9681 0.067
H 3.8046 1.5516 -1.6291 0.079
H -0.0939 2.5756 4.1366 0.109
H -1.8582 -2.9886 -3.8977 0.082
H 3.0705 1.0088 -3.1508 0.065
H 4.4043 -0.5087 0.1502 0.096
H 3.4331 2.8738 3.6089 0.104
H 1.4319 -1.6398 -2.3073 0.100
H 6.2182 0.3688 1.5288 0.094
H 1.6264 2.0335 2.1706 0.078
H 0.6805 -1.6363 3.7601 0.100
H 2.7284 -1.9839 1.7470 0.110
H -3.0707 -5.7105 -2.3337 0.064
H -0.6154 1.5335 -6.7538 0.100
H -2.2437 -5.0486 -0.9110 0.056
H -1.0330 1.0560 -4.3853 0.026
H 2.5245 2.9451 -0.0736 0.069
H -0.2371 -4.5639 -2.3120 0.084
H -1.6062 -6.5036 -1.7003 0.060
H -1.2590 2.5911 1.9570 0.095
H -5.8914 0.0910 2.8182 0.121
```

## Properties
LUMO level (spin up / spin down) ... 3.70 / 3.71 eV
Multiplicity ... 2
Kohn-Sham gap (spin up / spin down) ... 4.473 / 4.501 eV
Calculated total energy ... -13713.34720 Ha
HOMO level (spin up / spin down) ... -0.77 / -0.80 eV
Energy above the lowest of the compared OMol25 structures with the same formula, charge and spin ... 109.60 kcal per mole
Charge ... -2

---

(2)
Entry from OMol25: the molecule C25H23ClN4O7S (ωB97M-V/def2-TZVPD).

Geometry as XYZ:
```
61
Properties=species:S:1:pos:R:3:nbo_charge:R:1
Cl 0.0709 -0.0357 4.3501 0.043
S -3.3606 2.2383 -0.3358 2.316
O -3.1477 -1.2892 1.1948 -0.673
O 3.0254 -0.8924 -0.7626 -0.646
O 1.7116 -0.0463 1.8500 -0.482
O 1.9331 2.1646 1.5531 -0.595
O -2.5083 2.8667 -1.3026 -0.958
O 2.7504 3.6583 -2.4310 -0.397
O -4.5793 2.8884 0.0320 -0.925
N -3.7677 0.7179 -0.9316 -0.826
N 3.8345 1.1637 -0.2755 -0.588
N -0.8324 -1.3128 -1.3596 -0.183
N -1.3434 -1.8278 -0.1769 -0.267
C -1.6960 -0.3646 -1.8201 0.260
C 1.3229 -3.6891 1.5839 -0.198
C 1.5005 4.1391 -2.5662 0.086
C 1.3255 2.0671 -1.8153 -0.334
C -1.4385 -3.6069 1.4289 -0.216
C 1.2483 1.2015 1.7903 0.806
C 3.8746 1.6138 -1.6567 -0.266
C -0.6723 -2.7410 0.6515 0.194
C -0.2289 1.2424 1.9923 -0.209
C -2.4928 -1.1308 0.1714 0.592
C -2.7062 -0.2079 -0.9120 -0.110
C 3.3139 -0.0316 0.0452 0.654
C 2.6399 2.3931 -1.9781 0.262
C 3.0939 -0.2402 1.5545 -0.162
C -0.8171 -4.4956 2.2852 -0.205
C -1.5043 0.3361 -3.1143 -0.676
C 0.5647 -4.5461 2.3622 -0.219
C 0.1111 -2.0462 -2.1653 -0.433
C -2.3795 1.8193 1.1112 -0.362
C -2.2396 0.7782 3.2563 -0.216
C -0.8604 0.7045 3.1141 0.019
C 0.7158 -2.7800 0.7363 -0.265
C -1.0070 1.8113 0.9897 -0.098
C 0.5790 3.2086 -2.2011 -0.315
C -3.0045 1.3199 2.2384 -0.116
H 3.8076 1.8940 0.4252 0.425
H -1.4180 -5.1580 2.8899 0.217
H 1.1256 -1.6577 -2.0407 0.237
H -2.0159 1.2933 -3.0628 0.270
H -4.0799 1.3494 2.3075 0.243
H -0.4872 3.3139 -2.1863 0.257
H -0.5510 2.2327 0.1080 0.248
H 1.3245 -2.1096 0.1550 0.242
H 0.1017 -3.0955 -1.8722 0.231
H 0.9476 1.1293 -1.4608 0.226
H 2.4013 -3.7244 1.6347 0.210
H -2.7078 0.3710 4.1376 0.239
H 4.7551 2.2409 -1.8079 0.224
H -0.1733 -1.9722 -3.2139 0.216
H 3.2989 -1.2766 1.8236 0.224
H -2.5129 -3.5616 1.3710 0.243
H 1.4007 5.1427 -2.9278 0.205
H -1.9390 -0.2459 -3.9279 0.235
H 3.9472 0.7177 -2.2804 0.244
H 3.7068 0.4471 2.1446 0.204
H 1.0470 -5.2474 3.0264 0.214
H -0.4515 0.5013 -3.3263 0.237
H -4.5568 0.3667 -0.4034 0.418
```

## Properties
LUMO level ... 0.28 eV
Multiplicity ... 1
Kohn-Sham gap ... 8.387 eV
Calculated total energy ... -2570.56128 Ha
HOMO level ... -8.11 eV
SMILES ... Cc1c(NS(=O)(=O)c2ccc(Cl)c(C(=O)OCC(=O)NCc3ccco3)c2)c(=O)n(-c2ccccc2)n1C

---

(3)
Entry from OMol25: the molecule C4H6O2 (ωB97M-V/def2-TZVPD).

Geometry as XYZ:
```
12
Properties=species:S:1:pos:R:3:nbo_charge:R:1
O 1.4279 0.5047 -0.0236 -0.673
O 0.5068 1.8256 -1.6011 -0.558
C 0.5380 -1.4412 -0.1477 -0.072
C -0.9270 0.5189 -0.1003 -0.514
C 0.3605 1.0640 -0.6852 0.814
C -0.5789 -0.7848 0.6397 -0.560
H 2.2244 0.6735 -0.5549 0.516
H -1.6185 0.3508 -0.9322 0.250
H 1.2401 -1.9062 0.5753 0.108
H -1.3680 1.2877 0.5499 0.243
H -1.4059 -1.5100 0.5727 0.254
H -0.3994 -0.5832 1.7074 0.192
```

## Properties
LUMO level ... 0.34 eV
Multiplicity ... 1
Kohn-Sham gap ... 9.006 eV
Calculated total energy ... -306.36507 Ha
HOMO level ... -8.66 eV
Energy above the lowest of the compared OMol25 structures with the same formula, charge and spin ... 88.62 kcal per mole

---

(4)
Entry from OMol25: the molecule C4H7NO (ωB97M-V/def2-TZVPD).

Geometry as XYZ:
```
13
Properties=species:S:1:pos:R:3:nbo_charge:R:1
O 0.8765 2.8404 0.4421 -0.507
N -0.1771 -0.5413 0.6277 -0.401
C 0.9274 0.4115 0.6627 -0.347
C -0.2015 -1.6076 -0.3409 -0.241
C 0.3848 1.7620 0.2347 0.439
C -1.1662 -0.4966 -0.4605 -0.278
H -0.5267 -2.5826 0.0031 0.202
H 1.3350 0.4985 1.6802 0.234
H -0.5711 1.6439 -0.3058 0.105
H 0.5951 -1.6048 -1.0882 0.183
H 1.7769 0.1273 0.0156 0.209
H -1.0590 0.1228 -1.3545 0.191
H -2.1941 -0.5734 -0.1161 0.210
```

## Properties
LUMO level ... 1.00 eV
Multiplicity ... 1
Kohn-Sham gap ... 10.570 eV
Calculated total energy ... -286.53017 Ha
HOMO level ... -9.57 eV
SMILES ... O=CCN1CC1
Energy above the lowest of the compared OMol25 structures with the same formula, charge and spin ... 63.68 kcal per mole

---

(5)
Entry from OMol25: an isolated ion of composition C7H10NO and charge +1 at a distorted geometry (ωB97M-V/def2-TZVPD).

Geometry as XYZ:
```
19
Properties=species:S:1:pos:R:3:nbo_charge:R:1
O 0.2764 -1.0847 0.3810 -0.451
N -1.0796 1.0246 0.5630 -0.239
C 2.2864 0.2341 1.3929 -0.637
C -1.8872 -0.0848 0.1455 0.067
C 1.8313 0.1035 -1.0880 -0.632
C 1.2588 0.1431 0.3128 0.253
C 0.0976 1.1077 0.4830 0.587
C -3.2300 0.1689 -0.3790 -0.649
C -0.9637 -1.1057 -0.0798 0.163
H 3.0307 0.9576 1.0556 0.263
H 1.7198 0.5498 2.2403 0.239
H 2.5015 -0.6761 -1.0946 0.252
H 2.7332 -0.7885 1.5003 0.271
H -3.9328 0.8658 0.1698 0.272
H 2.1293 1.0173 -1.4701 0.252
H -1.1647 -2.1351 -0.4010 0.262
H 0.9748 -0.1406 -1.8318 0.231
H -3.6534 -0.7978 -0.5883 0.256
H -2.9283 0.6410 -1.3117 0.239
```

## Properties
LUMO level ... -6.29 eV
Multiplicity ... 1
Kohn-Sham gap ... 7.181 eV
Calculated total energy ... -402.30629 Ha
HOMO level ... -13.47 eV
SMILES ... CC1=COC(C)(C)C#[N+]1
Energy above the lowest of the compared OMol25 structures with the same formula, charge and spin ... 96.03 kcal per mole
Charge ... +1

---

(6)
Entry from OMol25: a 2-piece molecular cluster, C2H10N2O3 overall at a distorted geometry (ωB97M-V/def2-TZVPD).

Geometry as XYZ:
```
17
Properties=species:S:1:pos:R:3:nbo_charge:R:1
O 1.8344 -1.2213 -0.7486 -0.584
O -2.3136 0.5498 0.2822 -0.597
O 0.1527 1.7568 0.0536 -0.794
N -1.4437 0.3490 -0.8457 -0.378
N 0.8605 -0.7444 0.1887 -0.389
C -0.6628 1.6050 -1.0433 0.069
C 0.8991 -1.5226 1.4186 -0.428
H 0.6556 0.7545 0.2042 0.473
H -0.1064 1.4474 -1.9823 0.150
H 0.0474 -1.2194 2.0256 0.213
H -2.0803 0.1818 -1.6211 0.358
H -1.7239 0.9992 0.9155 0.474
H 2.6401 -0.7176 -0.5698 0.466
H 0.8445 -2.5988 1.2305 0.195
H -1.3207 2.4824 -1.1373 0.160
H -0.1105 -0.7938 -0.3246 0.419
H 1.8277 -1.3080 1.9538 0.194
```

## Properties
LUMO level ... 0.81 eV
Multiplicity ... 1
Kohn-Sham gap ... 10.010 eV
Calculated total energy ... -417.28651 Ha
HOMO level ... -9.20 eV
SMILES ... OCNO.CNO
Energy above the lowest of the compared OMol25 structures with the same formula, charge and spin ... 117.36 kcal per mole